Entry from the Open Molecules 2025 dataset: a structure of composition C4H13N3 (wB97M-V/def2-TZVPD).

Structure (XYZ):
```
20
Properties=species:S:1:pos:R:3:mulliken_charge:R:1
C -0.875 1.809 1.815 -0.932
C 0.349 1.269 1.446 -0.271
C 1.308 -1.703 -0.184 -0.782
C -1.646 -0.303 -0.236 -0.875
N 1.101 -0.416 -0.824 -0.095
N -0.008 0.290 -0.219 -0.265
N 1.022 -0.580 -2.224 -0.654
H -0.119 1.133 -0.772 0.406
H 1.179 0.308 -2.684 0.253
H 0.130 -0.978 -2.524 0.238
H -1.140 2.812 1.511 0.249
H -1.475 1.355 2.586 0.284
H 0.744 0.475 2.064 0.218
H 1.137 1.934 1.103 0.292
H 1.352 -1.550 0.894 0.263
H 0.519 -2.435 -0.414 0.322
H 2.264 -2.095 -0.532 0.317
H -1.683 -1.090 0.513 0.317
H -2.397 0.458 -0.069 0.394
H -1.761 -0.693 -1.249 0.318
```

Lowest unoccupied orbital energy ... 0.85 eV
E ... -8823.9281 eV